Here is a gas-phase ion, C3H8N3O (charge +1) from the Open Molecules 2025 dataset. Energies are from ωB97M-V/def2-TZVPD.

Properties
- F_max: 4.30 eV/A
- Total energy: -358.2796 Ha
- Charge: +1
- SMILES: CN(C=[NH2+])/C=[NH+]\[O-]
- ΔE to the lowest compared entry with this formula, charge and spin: 73.3 kcal/mol
- Gap between HOMO and LUMO: 9.7 eV
- LUMO energy: -3.90 eV
- HOMO: -13.57 eV

The geometry in XYZ format:
```
15
C3H8N3O (ωB97M-V/def2-TZVPD)
C 0.947 -0.310 0.840
N -0.035 0.359 -0.037
C -1.037 -0.304 -0.531
N -1.522 -1.392 0.041
C 0.367 1.504 -0.794
N 0.127 1.524 -2.077
O -0.267 0.646 -2.817
H 1.664 0.440 1.174
H 0.531 -0.734 1.785
H 1.412 -1.169 0.307
H -1.439 -0.016 -1.421
H -2.256 -1.954 -0.460
H -1.011 -1.812 0.783
H 0.588 2.385 -0.224
H 0.485 2.404 -2.576
```